21
Properties=species:S:1:pos:R:3:forces:R:3:nbo_charge:R:1 method="wB97M-V/def2-TZVPD" orbital_gap_ev=9.3 e_tot_ha=-427.77852 total_charge=0 e_homo_ev=-8.957 lumo_ev=0.4
O 0.139987 -0.726560 0.913865 -1.386 -1.070 -2.959 -0.735
O -0.168811 -0.940806 -2.151902 -1.396 -1.460 -0.449 -0.890
N -0.490108 1.420898 -0.319799 0.336 0.012 1.341 -0.431
C 0.301168 1.232467 -1.291540 -0.190 -0.750 -0.415 -0.151
C 2.230491 -1.140523 -1.365697 -0.916 2.987 -1.498 -0.964
C -0.617257 0.526000 0.843156 -1.617 -1.355 -0.353 0.369
C -2.141704 0.106168 0.965650 3.022 -4.054 -1.338 -0.609
C -0.057049 1.234956 2.062326 -1.408 -2.440 1.649 -0.618
B 0.852619 -0.300586 -1.566969 1.515 1.019 0.979 0.908
H -2.452405 -0.750206 0.176311 0.908 2.035 1.467 0.190
H -0.154041 -1.916503 -2.199840 0.401 0.726 -0.218 0.493
H -2.106998 -0.400143 1.915200 -0.693 -0.157 0.544 0.210
H 1.865713 -2.093734 -1.199898 -0.277 -2.392 -0.153 0.211
H -0.347232 -1.368607 0.280474 1.194 1.403 1.607 0.466
H 2.718895 -0.974795 -2.356133 -0.045 -0.712 0.609 0.235
H 0.239940 2.076611 -2.025197 0.501 -0.848 0.287 0.195
H -2.831499 0.845773 0.913663 -1.862 2.437 -0.070 0.215
H -0.819870 1.856823 2.467591 -0.377 0.936 0.301 0.213
H 0.690448 1.773112 1.593223 2.139 1.362 0.265 0.225
H 2.920002 -0.932569 -0.583881 0.406 0.656 0.596 0.243
H 0.227709 0.472225 2.929396 -0.254 1.666 -2.191 0.226